Density functional theory data (ωB97M-V with the def2-TZVPD basis set) for a single C4H9NO molecule.

Atoms and positions in Å:
C 0.77380 1.55829 -0.37453
C 0.85692 0.15854 0.20791
O 0.63043 0.25114 1.60319
C -0.18237 -0.72006 -0.46883
C -1.05223 -1.64019 0.28540
N -1.58518 -0.38215 -0.24382
H 1.38070 2.24932 0.23451
H 1.08795 1.60294 -1.42274
H -0.27403 1.86708 -0.29903
H 1.84199 -0.30899 0.03262
H 0.84947 1.16511 1.83272
H 0.10181 -1.00525 -1.48461
H -0.95126 -1.66052 1.36574
H -1.34963 -2.57680 -0.18285
H -2.12838 -0.55845 -1.08568

- charge = 0
- electronic energy (a.u.) = -287.756233
- Kohn-Sham gap (eV) = 10.514
- relative energy (zero: lowest compared OMol25 entry of this formula, charge and spin) (kJ/mol) = 200.1
- E_HOMO (eV) = -9.50
- SMILES string = C[C@@H](O)[C@H]1CN1